[1]
ORCA calculation (the ωB97M-V functional and the def2-TZVPD basis) on a structure of composition C34H78BBrF3I2N6O6P2 at a distorted geometry.

```
133
Properties=species:S:1:pos:R:3:mulliken_charge:R:1
C 3.842 2.159 1.415 -0.8448
C 4.181 1.763 -0.108 0.5888
C 5.042 0.433 -0.256 -1.0229
C 4.329 -0.878 0.348 -0.0843
C 3.416 -1.639 -0.753 -0.8369
C 1.874 -1.108 -0.721 1.1710
C 0.941 -2.346 -0.441 -2.5373
N -0.450 -2.132 0.125 1.6199
P -1.079 -3.862 -0.091 0.3901
N -0.151 -4.950 0.569 -0.6437
O -2.607 -4.032 0.668 -0.4471
O -1.341 -4.238 -1.712 -0.4922
C -1.412 -1.362 -0.743 -0.7265
Br -0.944 -1.052 -2.639 0.1373
C -2.038 0.001 -0.180 -2.6854
I -3.975 0.115 -1.328 0.2690
C -1.355 1.355 -0.642 -0.8607
O 0.081 1.382 -0.673 0.3233
C 0.463 2.789 -0.742 -0.4468
N -2.477 -0.147 1.203 1.6829
P -3.718 0.876 1.812 0.1964
O -3.821 2.307 1.280 -0.6304
C -1.586 -0.835 2.177 0.4960
C -2.527 -1.625 3.256 -1.9390
O -1.756 -2.343 4.297 -0.1907
C -2.558 -3.336 4.882 0.9084
F -2.834 -4.407 4.021 -0.2096
F -1.837 -3.890 5.965 -0.2280
F -3.733 -2.813 5.458 -0.2567
B -0.868 0.424 2.998 0.6457
C -0.934 0.642 4.607 -0.7170
O -0.176 1.500 2.298 -0.5609
C -0.542 -1.900 1.603 -1.6949
I 1.301 -1.513 2.732 0.1246
H 2.773 1.827 1.675 0.0129
H 3.841 3.297 1.540 0.3233
H 4.543 1.682 2.169 0.3024
H 4.826 2.624 -0.509 0.3622
H 3.213 1.727 -0.726 -0.5622
H 5.996 0.593 0.362 0.3492
H 5.322 0.219 -1.344 0.3235
H 3.736 -0.533 1.251 -0.1316
H 5.138 -1.600 0.677 0.3385
H 3.888 -1.347 -1.759 0.3587
H 3.497 -2.768 -0.693 0.4773
H 1.743 -0.605 -1.740 0.2071
H 1.871 -0.269 0.038 -0.3184
H 1.574 -3.061 0.197 0.7470
H 0.876 -2.926 -1.433 0.6243
H 0.136 -5.616 -0.162 0.2642
H -2.481 -4.564 1.485 0.3791
H -2.128 -3.784 -2.087 0.3925
H -2.359 -2.011 -0.861 1.1671
H -1.694 1.612 -1.712 0.6050
H -1.667 2.278 -0.030 0.6373
H -0.189 3.320 -1.513 0.2030
H 0.298 3.294 0.263 0.1373
H 1.550 2.928 -1.027 0.1235
H -4.990 0.242 1.529 0.1470
H -3.736 1.022 3.257 0.1207
H -3.091 -2.404 2.640 0.6348
H -3.194 -0.940 3.856 0.5431
H -1.917 0.348 5.092 0.2649
H -0.028 0.127 5.092 0.2441
H -0.790 1.757 4.846 0.2287
H -0.813 2.215 2.095 0.2644
H -0.809 -2.916 2.072 0.7272
C 3.887 -7.522 7.031 -1.4476
C 2.838 -6.839 6.163 -0.2474
N 1.981 -7.767 5.434 0.1690
C 1.176 -7.120 4.404 -1.2134
C 0.122 -6.111 4.857 -0.2341
C 1.283 -8.765 6.238 -0.6797
C 0.357 -8.264 7.346 -0.9446
H 4.501 -8.208 6.442 0.3350
H 4.549 -6.772 7.470 0.4332
H 3.437 -8.079 7.856 0.2993
H 3.377 -6.218 5.439 0.4077
H 2.254 -6.153 6.789 0.2161
H 0.689 -7.887 3.792 0.3375
H 1.859 -6.609 3.715 0.4080
H -0.750 -6.599 5.293 0.2016
H -0.237 -5.540 3.992 0.0303
H 0.516 -5.391 5.577 0.3113
H 2.032 -9.421 6.693 0.3939
H 0.716 -9.428 5.577 0.3191
H 0.801 -7.457 7.932 0.2359
H 0.137 -9.084 8.036 0.3723
H -0.600 -7.922 6.950 0.2791
C -6.831 6.499 -5.160 -1.4309
C -6.438 5.897 -3.816 -0.3160
N -5.846 4.567 -3.917 0.1496
C -5.733 3.888 -2.631 -0.7198
C -4.799 4.497 -1.587 -0.5021
C -4.686 4.444 -4.793 -0.7448
C -3.471 5.321 -4.493 -0.6591
H -7.504 5.836 -5.708 0.3311
H -7.350 7.447 -5.001 0.4328
H -5.959 6.708 -5.785 0.2976
H -7.352 5.828 -3.217 0.4417
H -5.775 6.598 -3.295 0.2631
H -5.440 2.844 -2.799 0.2315
H -6.736 3.827 -2.193 0.3842
H -3.750 4.316 -1.827 -0.0921
H -4.983 4.032 -0.612 0.2649
H -4.950 5.571 -1.466 0.3295
H -5.009 4.653 -5.818 0.3894
H -4.366 3.396 -4.823 0.2808
H -3.743 6.353 -4.265 0.2605
H -2.812 5.345 -5.366 0.3516
H -2.881 4.926 -3.665 0.0446
C 1.082 3.643 -4.565 -1.2569
C 2.109 4.386 -5.408 -0.5042
N 3.367 4.635 -4.715 0.1734
C 4.235 5.579 -5.415 -0.6742
C 4.781 5.164 -6.779 -0.9720
C 4.037 3.465 -4.158 0.0345
C 4.410 2.335 -5.116 -1.1063
H 0.890 4.167 -3.625 0.2458
H 0.136 3.574 -5.109 0.4971
H 1.400 2.622 -4.337 0.2609
H 1.664 5.348 -5.682 0.4854
H 2.263 3.835 -6.344 0.2561
H 5.076 5.846 -4.765 0.3516
H 3.678 6.514 -5.544 0.4077
H 5.580 4.427 -6.689 0.2252
H 5.211 6.035 -7.283 0.3960
H 4.007 4.761 -7.435 0.2739
H 3.397 3.047 -3.373 -0.3359
H 4.938 3.786 -3.623 0.3460
H 3.605 2.092 -5.813 0.2446
H 4.628 1.427 -4.544 0.3824
H 5.307 2.568 -5.689 0.3030
```

F_max, hartree/bohr: 0.1233
LUMO energy, eV: -3.91
Charge: +1
Orbital gap, Eh: 0.2090
Calculated total energy, Ha: -6298.39522
HOMO, eV: -9.60

---

[2]
ORCA calculation (the ωB97M-V functional and the def2-TZVPD basis) on a cluster of 6 separate species, C34H78N4O5 in total at a distorted geometry.

```
121
Properties=species:S:1:pos:R:3:mulliken_charge:R:1
C 0.476 -0.326 -1.380 0.8234
O 1.756 0.204 -1.307 -1.2350
H 0.437 -1.233 -1.997 0.6747
H -0.025 -0.664 -0.445 -0.9467
H -0.244 0.467 -1.663 -0.2574
C -1.873 -0.231 5.940 -1.4585
C -1.441 0.941 5.062 -0.1305
C -1.633 0.658 3.558 -0.3725
N -1.613 1.917 2.682 0.5152
C -0.266 2.662 2.859 -0.3417
C -0.022 3.731 1.832 -1.1109
C -0.127 3.224 0.389 -0.4672
C -1.498 2.611 0.223 -0.0323
C -1.718 1.482 1.229 -0.5769
C -2.656 2.877 3.094 -1.0586
H -1.332 -1.173 5.809 0.2323
H -2.948 -0.390 5.977 0.4129
H -1.530 -0.060 6.965 0.4362
H -0.391 1.126 5.290 0.3381
H -2.034 1.805 5.357 0.3052
H -2.557 0.116 3.354 0.4688
H -0.837 0.027 3.163 -0.0185
H 0.528 1.936 3.039 0.1296
H -0.370 3.090 3.858 0.5160
H 0.983 4.157 1.891 0.4272
H -0.653 4.610 1.980 0.3639
H 0.679 2.519 0.155 0.1671
H 0.035 3.998 -0.363 0.5026
H -1.668 2.255 -0.795 -0.5671
H -2.230 3.422 0.301 0.4848
H -1.002 0.685 1.034 0.1425
H -2.734 1.127 1.049 0.4326
H -2.733 3.628 2.309 0.4534
H -2.429 3.428 4.001 0.3984
H -3.638 2.408 3.142 0.3070
C -0.319 -1.333 -4.983 -1.3818
C -1.513 -0.414 -4.975 -0.3136
C -2.752 -1.036 -4.328 -0.4844
N -3.759 -0.080 -3.759 0.3433
C -4.242 0.853 -4.877 -0.6742
C -5.463 1.674 -4.473 -0.7894
C -6.585 0.822 -3.883 -0.6740
C -6.077 -0.003 -2.711 -0.6301
C -4.915 -0.902 -3.157 -0.5437
C -3.237 0.813 -2.658 -1.6829
H -0.127 -1.713 -3.977 0.2471
H 0.645 -0.889 -5.238 0.3473
H -0.414 -2.143 -5.708 0.3808
H -1.793 -0.184 -6.009 0.3827
H -1.188 0.572 -4.631 0.3622
H -2.447 -1.676 -3.494 0.2257
H -3.282 -1.650 -5.053 0.5238
H -4.579 0.127 -5.622 0.4460
H -3.381 1.383 -5.272 0.5375
H -5.832 2.207 -5.351 0.4432
H -5.223 2.519 -3.822 0.3070
H -6.867 0.080 -4.634 0.2544
H -7.412 1.383 -3.453 0.4073
H -6.856 -0.606 -2.244 0.4596
H -5.720 0.594 -1.868 0.2698
H -5.347 -1.701 -3.758 0.4135
H -4.393 -1.354 -2.309 0.3196
H -2.859 -0.001 -2.029 0.5616
H -4.006 1.366 -2.139 0.5506
H -2.421 1.408 -3.057 0.4444
C 2.043 -0.734 2.162 -1.6044
C 2.089 -1.405 3.548 0.3823
C 1.730 -2.853 3.389 -0.9974
N 1.920 -3.712 4.630 0.6202
C 1.195 -5.039 4.408 -0.6237
C 1.632 -6.108 5.418 -0.6730
C 3.131 -6.234 5.553 -0.6484
C 3.814 -4.921 5.901 -0.7401
C 3.443 -3.914 4.812 -0.8149
C 1.502 -3.045 5.916 -1.1605
H 2.073 0.337 2.387 0.3179
H 1.106 -0.811 1.608 0.0391
H 2.901 -0.970 1.538 0.6419
H 1.297 -0.900 4.105 -0.0438
H 3.084 -1.251 3.962 0.3498
H 2.171 -3.375 2.537 0.3627
H 0.682 -2.926 3.080 0.5456
H 1.381 -5.335 3.378 0.4475
H 0.131 -4.864 4.557 0.3568
H 1.359 -7.033 4.902 0.3825
H 1.065 -6.028 6.343 0.3878
H 3.610 -6.529 4.615 0.3072
H 3.436 -6.995 6.272 0.3849
H 4.872 -5.047 5.661 0.4162
H 3.625 -4.449 6.863 0.3308
H 3.845 -4.263 3.860 0.4724
H 3.911 -2.957 5.035 0.3922
H 2.054 -2.118 6.024 0.3920
H 1.459 -3.745 6.742 0.4599
H 0.458 -2.753 5.774 0.2873
C 5.675 3.036 -3.515 -0.9130
N 4.701 3.621 -4.499 0.0966
C 5.325 4.814 -5.174 -0.8871
C 4.631 2.563 -5.634 -0.9731
C 3.314 3.841 -4.026 -0.9948
C 2.493 2.645 -3.488 0.0963
O 3.301 1.890 -2.637 -0.3283
H 6.600 2.795 -4.041 0.4304
H 5.288 2.089 -3.155 0.3339
H 5.971 3.709 -2.714 0.4116
H 6.395 4.624 -5.249 0.3893
H 5.209 5.614 -4.445 0.3649
H 4.985 4.936 -6.197 0.3667
H 3.808 2.756 -6.317 0.3629
H 4.387 1.597 -5.192 0.3623
H 5.638 2.565 -6.035 0.4601
H 2.732 4.262 -4.848 0.3362
H 3.316 4.579 -3.222 0.4457
H 2.122 2.019 -4.308 0.2572
H 1.713 3.108 -2.874 0.1510
H 2.654 1.276 -2.174 0.3359
O -0.477 -3.323 -0.594 -0.5623
C -1.853 -3.304 -0.647 0.6378
O -2.386 -2.174 -0.901 -0.6412
O -2.484 -4.356 -0.457 -0.7497
H -0.401 -2.356 -0.752 0.2284
```

F_max, hartree/bohr: 0.0617
LUMO energy, eV: -3.56
Charge: +2
Orbital gap, Eh: 0.2452
Calculated total energy, Ha: -1936.80230
HOMO, eV: -10.24

---

[3]
ORCA calculation (the ωB97M-V functional and the def2-TZVPD basis) on a cluster of 13 separate species, C34H78O21S9 in total at a distorted geometry.

```
142
Properties=species:S:1:pos:R:3:mulliken_charge:R:1
C 1.731 4.554 -0.552 -1.3594
C 2.870 4.356 -1.498 0.8438
C 3.820 5.544 -1.566 -0.5013
O 5.148 4.923 -1.366 -0.3794
C 5.005 3.657 -0.928 0.3576
O 5.908 2.886 -0.598 -0.5687
O 3.711 3.280 -0.931 0.1913
H 1.180 3.626 -0.406 -0.1512
H 1.055 5.321 -0.929 0.4268
H 1.993 4.957 0.426 0.5005
H 2.502 4.042 -2.474 0.0190
H 3.461 6.326 -0.896 0.3014
H 3.760 5.966 -2.569 0.3527
C -1.062 2.746 5.974 -1.8994
C -1.604 3.789 4.987 0.3162
C -0.579 4.111 3.911 -0.5400
O -1.095 3.544 2.745 -0.1141
C -2.314 3.114 2.977 0.5657
O -3.072 2.765 2.143 -0.5180
O -2.637 3.331 4.201 -0.2556
H -0.843 1.812 5.456 0.2783
H -1.793 2.545 6.757 0.6029
H -0.232 3.166 6.542 0.4186
H -2.007 4.721 5.384 0.4265
H 0.344 3.561 4.092 0.0443
H -0.478 5.180 3.724 0.2738
C 1.465 -1.463 0.560 0.0778
C 0.187 -0.657 0.756 0.6850
C 0.281 0.860 0.633 0.0948
O -0.264 1.056 -0.623 -0.0102
C -0.845 0.001 -1.159 0.2791
O -1.551 -0.030 -2.192 -0.2535
O -0.558 -1.048 -0.388 -0.3650
H 1.244 -2.525 0.450 -0.4005
H 2.182 -1.270 1.358 0.5327
H 1.911 -1.154 -0.386 -0.5852
H -0.259 -1.025 1.680 0.1505
H 1.315 1.195 0.551 0.1752
H -0.252 1.471 1.362 -0.4290
C 4.044 -4.743 1.010 -1.2971
C 2.758 -5.628 1.011 0.3795
C 1.690 -5.232 2.068 -0.5163
O 0.494 -5.406 1.335 -0.2809
C 0.799 -5.547 0.031 0.6968
O 0.043 -5.811 -0.883 -0.6061
O 2.088 -5.548 -0.124 -0.3513
H 4.482 -4.926 0.029 0.2833
H 4.809 -5.052 1.722 0.4733
H 3.805 -3.726 1.321 0.1507
H 3.131 -6.650 1.072 0.4367
H 1.761 -4.196 2.398 0.1809
H 1.815 -5.996 2.835 0.4188
C -2.291 4.183 -1.518 -0.5598
S -1.865 4.540 -3.293 0.2260
O -0.394 4.248 -3.440 -0.4773
C -2.870 3.119 -3.878 -0.5609
H -3.380 4.160 -1.484 0.4528
H -1.807 4.856 -0.810 0.3881
H -1.864 3.214 -1.260 -0.1335
H -2.754 2.923 -4.944 0.4564
H -3.928 3.342 -3.738 0.4852
H -2.613 2.179 -3.391 -0.2807
C -3.081 -0.427 -4.998 -0.5950
S -4.827 0.202 -5.084 0.6168
O -4.867 1.131 -6.293 -0.7023
C -5.617 -1.433 -5.569 -1.0569
H -2.333 0.367 -4.993 0.0266
H -2.903 -0.978 -5.921 0.5126
H -2.970 -1.151 -4.191 0.1279
H -6.680 -1.335 -5.350 0.3579
H -5.279 -2.301 -5.002 0.3039
H -5.294 -1.593 -6.598 0.3772
C -4.520 -0.213 4.390 -0.8005
S -5.010 -1.716 3.427 0.3328
O -6.138 -1.309 2.427 -0.5870
C -3.535 -1.815 2.280 -0.4327
H -4.478 0.650 3.726 0.1194
H -3.485 -0.305 4.721 0.3101
H -5.181 0.089 5.202 0.4276
H -2.587 -2.041 2.768 0.1691
H -3.538 -0.914 1.668 -0.0870
H -3.876 -2.704 1.749 0.3879
C -7.443 -1.105 -0.637 -0.9680
S -5.722 -1.426 -1.224 0.3838
O -5.865 -1.919 -2.659 -0.5214
C -4.922 0.215 -0.920 -0.2887
H -8.079 -1.962 -0.860 0.3371
H -7.891 -0.288 -1.203 0.3141
H -7.399 -0.936 0.439 0.3402
H -3.964 0.121 -1.432 -0.4206
H -4.728 0.464 0.123 0.3563
H -5.546 0.997 -1.352 0.4623
C -0.100 -2.707 4.743 -0.4691
S 1.281 -1.531 4.611 0.2852
O 0.909 -0.438 3.602 -0.5709
C 1.135 -0.891 6.357 -0.1227
H -0.149 -3.255 5.684 0.4127
H -0.211 -3.323 3.851 0.1527
H -0.918 -1.987 4.767 -0.0852
H 1.521 -1.603 7.087 0.2483
H 0.132 -0.619 6.687 -0.2071
H 1.835 -0.057 6.414 0.2644
C 4.454 2.883 4.951 -0.4841
S 5.185 2.774 3.301 0.4691
O 6.600 2.224 3.502 -0.6679
C 4.172 1.344 2.738 -0.5942
H 3.386 3.092 4.889 0.0360
H 5.052 3.687 5.379 0.3356
H 4.647 2.000 5.560 0.1868
H 4.318 1.203 1.667 -0.0088
H 3.106 1.497 2.910 0.1186
H 4.514 0.463 3.282 0.4963
C 0.765 1.241 -4.131 -1.0178
S 2.434 1.017 -3.284 0.6071
O 2.383 -0.286 -2.513 -0.5416
C 3.350 0.807 -4.889 -1.3320
H 0.955 2.188 -4.635 0.5857
H -0.124 1.392 -3.518 -0.1421
H 0.627 0.573 -4.981 0.5067
H 2.937 1.552 -5.569 0.4193
H 3.211 -0.132 -5.426 0.3917
H 4.428 0.954 -4.838 0.3962
C 5.195 -0.490 -1.098 -0.0713
S 5.626 -2.253 -1.486 0.2860
O 6.034 -2.952 -0.165 -0.6030
C 3.961 -2.804 -2.007 -0.5060
H 4.266 -0.413 -0.532 -0.3618
H 5.023 0.009 -2.051 0.0736
H 5.961 0.008 -0.503 0.4909
H 3.565 -2.373 -2.927 0.4274
H 3.200 -2.733 -1.230 -0.2680
H 3.899 -3.883 -2.153 0.5429
C -0.190 -2.834 -3.172 0.1443
S -0.640 -3.867 -4.605 0.2947
O -1.751 -3.212 -5.378 -0.5629
C -1.265 -5.341 -3.681 -0.8794
H 0.268 -1.899 -3.494 -0.1356
H 0.505 -3.429 -2.581 0.1434
H -1.099 -2.594 -2.620 0.0016
H -1.886 -5.010 -2.849 0.2343
H -0.455 -5.929 -3.251 0.3056
H -1.878 -5.968 -4.329 0.4223
```

F_max, hartree/bohr: 0.1012
Multiplicity: 2
LUMO energy (spin up / spin down), eV: 1.58 / 1.55
Charge: -1
Orbital gap (spin up / spin down), Eh: 0.0697 / 0.2998
<S²>: 0.75
Calculated total energy, Ha: -6505.68814
HOMO (spin up / spin down), eV: -0.32 / -6.61

---

Question: Number 2 is which compound?
Answer: C34H78N4O5

---

Question: Number 2 is which compound?
Answer: C34H78N4O5

---

Question: The highest F_max belongs to which entry?
Answer: C34H78BBrF3I2N6O6P2